{"formula": "C4H4O5S", "method": "ωB97M-V/def2-TZVPD", "symbols": ["H", "H", "H", "C", "C", "C", "O", "H", "C", "O", "O", "O", "S", "O"], "positions_angstrom": [[-0.89108, -0.66136, -2.09335], [0.84488, -1.00311, -1.96277], [0.14105, 0.55621, -2.45678], [0.47517, 1.09970, 0.32944], [3.21782, -0.58354, 2.28624], [0.11838, -0.06209, -0.19779], [0.69011, 2.20443, 0.69243], [3.81363, 0.13631, 2.84812], [0.04491, -0.24924, -1.70262], [0.09784, -1.12595, 0.67515], [1.97771, -0.32360, 2.12178], [3.75175, -1.58848, 1.84573], [1.61275, -1.82342, 1.15762], [1.32039, -2.87084, 2.02553]], "forces_ev_per_angstrom": [[-0.18, -0.40, 0.80], [-0.76, 0.68, 0.07], [0.55, 0.40, 1.32], [-0.07, 2.56, 0.02], [3.09, 0.04, 0.76], [0.84, 1.05, -0.49], [-0.28, -2.17, -0.47], [-0.20, 0.40, 0.10], [0.57, -1.52, -1.10], [0.07, -1.54, 0.90], [-1.57, -0.83, -0.39], [0.15, 0.26, 0.43], [-1.17, 2.47, -3.69], [-1.03, -1.41, 1.74]], "orbital_gap_ev": 9.29, "e_tot_ev": -25282.1744, "relative_energy_kcal_mol": 55.6, "fmax_ev_per_a": 4.6}


{"formula": "C7H14", "method": "ωB97M-V/def2-TZVPD", "symbols": ["H", "H", "H", "C", "C", "H", "C", "H", "C", "H", "H", "H", "C", "H", "H", "H", "H", "H", "C", "H", "C"], "positions_angstrom": [[2.24703, 0.45259, 1.32396], [-1.60169, 2.02077, 0.60968], [-2.37033, 0.26219, -1.06257], [-0.57237, 1.68918, 0.42008], [-1.14596, -0.63798, 1.24019], [0.01505, 1.91006, 1.32045], [-0.53412, 0.18913, 0.09926], [-0.16853, 2.28149, -0.41154], [2.01286, 0.03446, -0.84623], [-1.10360, -1.71222, 1.01448], [2.16443, -2.11580, -0.22300], [-0.89659, 0.45336, -2.04515], [-1.33496, -0.08281, -1.19554], [-0.61908, -0.45878, 2.18644], [1.61230, -0.15137, 1.72106], [2.28344, 0.82594, -1.53827], [-1.36216, -1.15247, -1.43529], [1.06633, -1.83865, -1.64710], [0.90651, -0.23674, -0.13817], [-2.19239, -0.35198, 1.40816], [1.59384, -1.38037, -0.80090]], "forces_ev_per_angstrom": [[-2.83, -2.68, 2.89], [0.16, -0.10, -0.08], [0.27, -0.08, 0.04], [-0.03, 0.06, 0.14], [-0.04, 0.10, 0.22], [-0.08, -0.04, -0.19], [0.45, 0.05, 0.45], [-0.06, -0.16, 0.17], [-2.72, 0.56, -0.26], [-0.01, 0.27, 0.04], [-0.02, 0.17, 0.02], [-0.07, -0.08, 0.15], [0.22, -0.04, 0.01], [-0.03, -0.08, -0.18], [3.24, 2.78, -0.41], [0.43, -0.29, 0.26], [0.03, 0.19, 0.05], [0.18, -0.06, 0.02], [0.75, 0.57, -3.38], [0.15, -0.08, -0.12], [0.00, -1.05, 0.18]], "orbital_gap_ev": 9.04, "e_tot_ev": -7481.0891, "relative_energy_kcal_mol": 120.0, "fmax_ev_per_a": 4.9}


{"formula": "C44H29F5LaN9O2P2S", "method": "ωB97M-V/def2-TZVPD", "symbols": ["H", "H", "H", "P", "H", "C", "C", "N", "H", "C", "H", "C", "N", "H", "C", "C", "H", "C", "C", "C", "N", "C", "H", "H", "C", "C", "C", "H", "C", "H", "P", "C", "H", "C", "F", "H", "C", "N", "H", "C", "H", "H", "C", "N", "C", "C", "C", "C", "La", "C", "H", "H", "N", "C", "H", "N", "F", "C", "C", "H", "F", "C", "H", "C", "O", "H", "F", "H", "C", "C", "C", "H", "C", "C", "C", "N", "C", "C", "H", "S", "C", "N", "C", "O", "C", "H", "C", "H", "C", "C", "C", "H", "F"], "positions_angstrom": [[-1.58650, -4.46309, -1.87846], [3.02962, -0.23532, 1.76526], [-2.71060, 3.60723, -3.01066], [-2.95207, -0.34939, 1.08121], [-7.66313, 0.15984, 2.12544], [-3.63937, -4.43629, -1.17471], [0.99898, 2.52684, -2.46823], [0.03352, -3.87603, 4.17570], [7.09076, 3.17888, 1.35555], [-4.69054, -0.74049, 0.68624], [-1.02224, -0.99345, 2.12193], [-3.43422, 1.65433, -2.46061], [-1.50989, -1.98396, -2.81163], [-5.18992, -5.05271, 0.08426], [5.89297, 2.46721, -0.21988], [6.80895, -0.76968, -1.73878], [0.18267, -0.28140, 4.92345], [6.15507, 2.73842, 1.11287], [-0.35131, -2.77741, 2.46355], [-2.64655, 2.77157, -2.32956], [1.02454, -4.08974, 3.29907], [-3.33639, 0.63199, -1.53284], [3.15443, 2.00609, 2.39880], [-8.49175, -1.31042, 0.33010], [4.66248, 2.01664, -0.63379], [-7.39912, -1.19187, 0.47565], [4.12017, -0.90546, -2.14266], [5.32936, 2.77986, 3.08525], [-1.77335, -2.67740, -0.58507], [6.63019, 2.65793, -0.97707], [2.03388, 1.19336, -0.26698], [-4.21651, -4.59480, 0.02505], [-4.14935, 1.67752, -3.28277], [0.05308, 1.31872, 1.97193], [2.79416, -0.97241, -2.38034], [-5.09539, 0.47743, 2.45884], [1.26249, 0.88032, 1.41960], [-0.81686, -2.93680, 3.65875], [-4.15271, -4.80612, -2.01943], [-5.19182, -1.62199, -0.24875], [0.89333, 5.76054, -3.33310], [2.33016, -1.08095, 4.02966], [4.93768, -0.42356, -3.14392], [-0.40563, -2.44343, -1.00052], [-5.54592, -0.11755, 1.62730], [0.52097, 0.03510, 3.99185], [-3.80992, -4.05274, 1.27311], [2.09546, 0.01674, 2.20062], [1.51235, -2.00119, 0.28453], [1.62014, 3.93716, -0.61112], [0.93260, 1.54210, -2.92376], [1.90052, 4.06720, 0.45150], [-2.48877, -2.34558, -1.80484], [-6.55018, -1.77952, -0.44234], [-6.92587, -2.43124, -1.20057], [0.81939, -3.39508, 2.22961], [7.10705, 0.21502, -3.83613], [4.58335, -1.33460, -0.89523], [-1.82510, 2.89283, -1.23005], [-3.95526, -0.28218, -1.72972], [8.10801, -0.69043, -1.47722], [0.85648, 3.61564, -3.28897], [-1.18805, 3.80374, -1.11514], [-2.98833, -3.06435, 1.59379], [3.81549, -1.76206, 0.06000], [-2.87036, -2.89866, 2.67651], [6.51628, -1.57827, 0.41506], [0.51170, 3.57055, -4.28876], [1.42886, 2.67454, -1.14220], [3.93776, 2.14289, 1.65150], [-1.75666, 1.91037, -0.24216], [4.48858, 1.85339, -1.69796], [1.76614, -0.35877, 3.49113], [-2.35486, -3.81843, -1.44087], [-2.11619, -2.08973, 0.84356], [-0.87154, -1.81324, 1.58718], [1.35783, 5.03632, -1.39060], [6.27677, -0.27788, -2.92660], [1.31633, 5.99584, -0.92859], [-1.05681, 2.54576, 1.25453], [5.17521, 2.58084, 2.05806], [-0.37607, -2.04818, -2.26812], [-0.27303, 0.88445, 3.25470], [-2.17603, 2.75760, 2.18245], [5.97643, -1.21469, -0.76785], [-1.23250, 1.19368, 3.61638], [-2.56262, 0.77794, -0.34998], [-4.53087, -2.04497, -0.99980], [1.04066, 4.88737, -2.74352], [-6.92026, -0.33388, 1.48049], [3.64338, 1.84596, 0.29048], [-4.32455, -4.48790, 2.14247], [4.39874, -0.05246, -4.32317]], "forces_ev_per_angstrom": [[-0.16, 0.58, -0.32], [0.96, -0.45, -0.14], [-0.03, -0.05, -0.19], [-0.26, -0.58, -0.95], [0.55, -0.29, -0.18], [-0.41, -0.50, 1.32], [0.89, -0.94, 0.02], [1.26, 0.61, -0.83], [0.76, 0.05, 0.35], [-0.03, 0.59, 1.96], [-0.11, 0.93, 0.68], [-0.13, 0.12, -0.42], [0.57, 0.43, 0.82], [-0.19, -0.36, -0.30], [0.22, 0.25, -0.03], [0.02, 0.79, -0.32], [-0.41, -0.60, 1.46], [0.16, 0.31, -0.76], [-0.16, 1.32, -0.46], [0.25, 0.61, 0.51], [-0.54, -1.30, 2.90], [-0.56, -0.77, 0.10], [0.39, 0.27, -0.23], [0.77, 0.07, 0.32], [-0.54, -0.03, -0.41], [-1.07, 0.86, -0.07], [-0.13, -0.31, 0.34], [0.28, 0.28, 0.84], [0.44, 0.43, -0.73], [0.40, 0.00, -0.09], [-0.30, -0.08, 0.65], [-0.26, 0.28, -1.53], [0.16, -0.63, 0.16], [0.39, -0.90, -0.09], [-0.40, -0.37, -0.12], [-0.66, -0.39, -0.88], [0.26, 0.36, -0.20], [0.68, -2.07, 0.77], [-0.51, -0.52, -0.95], [0.30, 0.51, -1.52], [-0.14, 0.52, -0.45], [0.69, -0.27, 0.39], [-0.63, 0.40, -0.70], [0.44, 0.05, 0.81], [-0.18, -0.34, -0.33], [1.01, 0.71, -1.26], [0.11, -0.15, 1.39], [-1.31, 1.00, 0.01], [0.27, -0.01, -0.15], [-0.23, -0.01, 1.05], [-0.25, -0.07, 0.32], [-0.11, -0.12, -0.76], [-0.32, -1.26, -1.00], [0.23, -0.14, 1.33], [-0.15, -0.23, -0.43], [-1.01, 0.66, -1.28], [0.07, 0.22, -0.50], [0.91, 0.60, -1.04], [1.29, 0.98, 0.27], [0.85, 1.17, 0.51], [0.29, 0.08, -0.23], [-0.07, 1.55, 0.94], [-0.66, -0.81, -0.05], [0.78, 0.93, 1.58], [-0.60, -0.26, 0.12], [-0.36, 0.01, -0.48], [-0.07, 0.08, -0.29], [-0.06, -0.47, -0.88], [0.02, -0.63, -0.27], [-1.18, -0.39, -0.75], [-0.66, -0.30, -0.30], [0.00, -0.05, 0.24], [-1.37, -0.18, -0.57], [0.42, 1.70, 1.81], [-0.69, -1.04, -1.51], [0.81, -0.62, -1.33], [-0.31, -0.02, -0.67], [0.93, -0.61, 0.32], [0.35, 0.67, 0.09], [1.02, 1.14, -0.36], [-0.47, -0.30, -0.57], [-0.66, -0.11, -0.82], [-0.41, 0.16, -0.29], [-0.47, -0.24, 0.74], [-0.49, -0.93, 1.70], [-0.41, 0.18, 0.34], [-0.57, -1.00, -1.00], [0.00, -0.10, 0.39], [-0.09, -0.62, 0.78], [-0.35, -0.04, 0.14], [0.52, -0.02, 1.48], [0.28, 0.09, -0.37], [0.14, -0.05, 0.41]], "orbital_gap_ev": 7.47, "e_tot_ev": -107458.2857, "relative_energy_kcal_mol": 33.2, "fmax_ev_per_a": 3.2}